1.
{"formula": "C13H16N4O3", "method": "wB97M-V/def2-TZVPD", "e_above_lowest_kcal_mol": 8.4, "homo_energy_ev": -8.4, "lumo_energy_ev": 0.1, "smiles": "CC(C)(CC(=O)O)CC(=O)NNc1ncccc1C#N", "elements": ["C", "C", "C", "C", "C", "O", "O", "C", "C", "O", "N", "N", "C", "N", "C", "C", "C", "C", "C", "N", "H", "H", "H", "H", "H", "H", "H", "H", "H", "H", "H", "H", "H", "H", "H", "H"], "coordinates": [[1.135, -3.007, -2.272], [2.152, -2.158, -1.506], [3.432, -2.023, -2.336], [2.469, -2.857, -0.173], [3.520, -2.200, 0.674], [3.813, -1.032, 0.705], [4.127, -3.096, 1.464], [1.578, -0.752, -1.257], [0.266, -0.721, -0.509], [-0.171, -1.577, 0.238], [-0.455, 0.401, -0.758], [-1.634, 0.630, -0.050], [-2.033, 1.898, 0.190], [-1.374, 2.864, -0.455], [-1.774, 4.114, -0.306], [-2.846, 4.491, 0.486], [-3.540, 3.501, 1.165], [-3.144, 2.176, 1.030], [-3.808, 1.135, 1.703], [-4.341, 0.279, 2.253], [0.234, -3.147, -1.681], [1.551, -3.985, -2.501], [0.866, -2.523, -3.208], [3.885, -3.000, -2.492], [4.152, -1.385, -1.831], [3.212, -1.590, -3.310], [1.554, -2.878, 0.428], [2.774, -3.889, -0.345], [4.773, -2.658, 2.041], [2.301, -0.190, -0.661], [1.452, -0.238, -2.211], [-0.104, 1.242, -1.200], [-1.894, -0.151, 0.542], [-1.195, 4.846, -0.854], [-3.130, 5.526, 0.573], [-4.381, 3.742, 1.799]]}

2.
{"formula": "C13H16N6O6S5SbW", "method": "wB97M-V/def2-TZVPD", "e_above_lowest_kcal_mol": 0.0, "charge": 2, "homo_energy_ev": [-14.9, -14.9], "lumo_energy_ev": [-8.2, -8.7], "multiplicity": 2, "elements": ["W", "N", "N", "C", "N", "N", "N", "O", "O", "H", "H", "H", "H", "H", "S", "Sb", "S", "S", "O", "S", "O", "O", "O", "N", "S", "C", "C", "C", "C", "C", "C", "C", "C", "C", "C", "C", "C", "H", "H", "H", "H", "H", "H", "H", "H", "H", "H", "H"], "coordinates": [[0.007, 0.526, 0.569], [0.487, -2.584, 1.996], [-0.857, -2.966, 1.990], [-1.838, -2.065, 1.964], [-3.085, -2.453, 2.106], [-1.442, -0.753, 1.885], [-2.373, 0.213, 1.813], [-3.553, 0.113, 1.865], [-1.774, 1.314, 1.613], [0.934, -2.934, 1.156], [0.937, -2.973, 2.818], [-1.103, -3.946, 1.944], [-3.300, -3.437, 2.172], [-3.849, -1.823, 1.910], [-0.687, 4.173, 2.856], [1.187, 3.230, 1.743], [0.971, 0.863, 2.607], [-0.064, 2.597, -0.308], [-0.925, -1.251, -2.652], [-1.215, -1.221, -1.274], [-2.058, -2.200, -0.673], [0.180, -1.170, -0.445], [-1.582, 0.200, -0.765], [1.990, 0.655, -0.065], [3.313, -0.093, 0.564], [4.157, -0.672, -0.899], [3.392, -1.205, -1.930], [4.048, -1.734, -3.031], [5.435, -1.744, -3.082], [6.180, -1.229, -2.029], [5.546, -0.687, -0.922], [4.350, 1.208, 1.170], [4.743, 2.261, 0.346], [5.509, 3.277, 0.889], [5.876, 3.230, 2.233], [5.485, 2.172, 3.040], [4.710, 1.148, 2.509], [2.162, 1.033, -0.994], [2.310, -1.216, -1.884], [3.468, -2.140, -3.849], [5.939, -2.157, -3.944], [7.261, -1.242, -2.069], [6.129, -0.281, -0.107], [4.474, 2.275, -0.704], [5.834, 4.099, 0.267], [6.482, 4.024, 2.648], [5.784, 2.138, 4.078], [4.396, 0.315, 3.127]]}

3.
{"formula": "C13H17BIN3Ti", "method": "wB97M-V/def2-TZVPD", "e_above_lowest_kcal_mol": 0.0, "charge": 2, "homo_energy_ev": -14.7, "lumo_energy_ev": -9.3, "elements": ["C", "C", "H", "H", "H", "H", "H", "H", "C", "C", "C", "C", "H", "H", "H", "H", "N", "C", "C", "N", "C", "C", "C", "H", "H", "C", "H", "H", "Ti", "I", "B", "C", "N", "H", "H", "H"], "coordinates": [[-1.298, 0.721, 0.608], [0.801, 2.031, 0.854], [-2.132, 1.073, -0.025], [-2.166, 2.151, 2.487], [-1.650, -0.068, 1.288], [1.194, 1.333, 0.058], [0.927, 3.061, 0.493], [1.470, 1.945, 1.724], [-2.388, -1.881, -0.689], [-3.027, -2.983, -1.237], [-2.275, -3.935, -1.927], [-0.891, -3.791, -1.997], [-2.926, -1.115, -0.134], [-4.111, -3.068, -1.150], [-2.769, -4.778, -2.408], [-0.277, -4.523, -2.521], [-1.047, -1.693, -0.856], [-0.261, -2.671, -1.447], [1.178, -2.420, -1.492], [1.618, -1.218, -0.959], [2.954, -0.934, -0.898], [3.465, -2.947, -2.122], [3.887, -1.762, -1.509], [3.238, -0.026, -0.361], [4.940, -1.477, -1.507], [2.114, -3.288, -2.072], [1.745, -4.223, -2.493], [4.184, -3.603, -2.617], [0.001, -0.024, -0.876], [-0.370, 1.255, -2.999], [-0.508, 3.861, 2.676], [-1.183, 2.544, 2.167], [-0.584, 1.793, 1.255], [-0.068, 4.505, 1.706], [0.430, 3.544, 3.409], [-1.419, 4.437, 3.206]]}

4.
{"formula": "C13H17CaN13O6S2", "method": "wB97M-V/def2-TZVPD", "e_above_lowest_kcal_mol": 60.2, "charge": -2, "homo_energy_ev": -1.0, "lumo_energy_ev": 3.8, "elements": ["Ca", "N", "C", "C", "O", "N", "C", "C", "O", "O", "H", "H", "H", "H", "H", "H", "N", "C", "N", "C", "N", "N", "C", "N", "C", "C", "C", "C", "C", "N", "H", "H", "H", "H", "H", "H", "H", "H", "N", "N", "N", "C", "N", "N", "H", "H", "H", "O", "S", "O", "O", "S"], "coordinates": [[0.155, 0.811, 0.979], [-1.816, 2.001, -0.238], [-1.546, 3.446, -0.116], [-1.023, 3.765, 1.299], [-1.533, 4.718, 1.913], [-0.056, 2.934, 1.658], [0.357, 2.948, 3.065], [-0.159, 1.610, 3.627], [-1.031, 1.581, 4.500], [0.327, 0.569, 3.041], [-2.088, 1.753, -1.182], [-2.575, 1.761, 0.389], [-2.428, 4.065, -0.301], [-0.773, 3.716, -0.833], [-0.076, 3.790, 3.604], [1.449, 2.962, 3.132], [1.120, -2.086, 1.651], [1.198, -2.030, 0.305], [1.665, -3.121, -0.290], [1.876, -3.020, -1.584], [2.639, -3.991, -2.153], [1.398, -2.026, -2.372], [0.847, -1.038, -1.696], [0.733, -0.942, -0.382], [0.444, 0.126, -2.537], [0.051, -0.089, -3.859], [-0.218, 0.997, -4.665], [-0.046, 2.274, -4.143], [0.358, 2.388, -2.824], [0.571, 1.349, -2.020], [1.946, -2.608, 1.998], [0.947, -1.217, 2.143], [3.363, -4.243, -1.468], [3.009, -3.701, -3.045], [-0.012, -1.106, -4.217], [-0.536, 0.857, -5.691], [-0.214, 3.158, -4.743], [0.529, 3.366, -2.391], [-4.553, -2.625, 1.008], [-3.597, -1.755, 1.497], [-3.524, -1.417, 2.768], [-2.484, -0.598, 2.765], [-1.967, -0.470, 1.525], [-2.696, -1.197, 0.727], [-5.410, -2.111, 0.835], [-4.196, -2.990, 0.134], [-2.089, -0.085, 3.635], [5.721, -2.514, 1.529], [4.377, -2.626, 0.959], [4.345, -3.570, -0.181], [3.380, -3.011, 1.990], [3.841, -0.763, 0.252]]}

5.
{"formula": "C13H17Cl2N4O3", "method": "wB97M-V/def2-TZVPD", "charge": 1, "homo_energy_ev": -12.6, "lumo_energy_ev": -4.8, "elements": ["N", "C", "O", "C", "C", "C", "C", "C", "O", "O", "C", "C", "C", "C", "C", "N", "N", "N", "H", "H", "H", "H", "H", "H", "H", "H", "H", "H", "H", "H", "H", "Cl", "C", "C", "Cl", "H", "H", "H", "H"], "coordinates": [[0.535, -1.708, 1.966], [0.252, -1.856, 0.862], [-0.143, -2.033, -0.371], [-0.862, -0.967, -0.873], [-0.277, -0.129, -1.777], [1.162, -0.293, -2.191], [2.119, 0.043, -1.023], [1.638, 1.246, -0.239], [1.190, 2.226, -0.766], [1.757, 1.185, 1.105], [-1.061, 0.911, -2.278], [-2.369, 1.060, -1.852], [-2.916, 0.193, -0.926], [-4.339, 0.290, -0.445], [-5.087, 1.498, -0.963], [-5.671, 2.356, -0.250], [-2.141, -0.812, -0.451], [-2.585, -1.742, 0.492], [1.352, -1.323, -2.491], [1.360, 0.361, -3.035], [2.276, -0.794, -0.350], [3.072, 0.342, -1.461], [1.593, 0.291, 1.443], [-0.638, 1.592, -3.003], [-2.944, 1.881, -2.251], [-4.411, 0.237, 0.641], [-4.852, -0.598, -0.840], [-5.134, 1.629, -2.043], [-5.559, 2.154, 0.746], [-3.220, -1.329, 1.159], [-2.961, -2.572, 0.048], [6.811, 0.351, 2.746], [5.045, 0.277, 2.944], [4.494, -1.082, 2.594], [4.641, -1.432, 0.844], [4.603, 1.055, 2.327], [4.827, 0.494, 3.989], [3.435, -1.126, 2.842], [5.009, -1.874, 3.130]]}

6.
{"formula": "C13H17ClMnN2", "method": "wB97M-V/def2-TZVPD", "e_above_lowest_kcal_mol": 4.0, "homo_energy_ev": [-5.9, -7.9], "lumo_energy_ev": [-0.8, -1.0], "multiplicity": 6, "elements": ["C", "C", "H", "H", "H", "H", "H", "H", "C", "C", "C", "C", "H", "H", "H", "H", "N", "C", "C", "N", "C", "C", "C", "H", "H", "C", "H", "H", "Mn", "C", "H", "H", "H", "Cl"], "coordinates": [[-3.278, -0.478, 1.099], [-3.848, 0.628, 0.190], [-2.823, -1.304, 0.526], [-4.130, -0.916, 1.637], [-2.570, -0.087, 1.859], [-3.197, 0.845, -0.668], [-4.844, 0.359, -0.198], [-4.005, 1.553, 0.770], [0.019, -2.479, 0.863], [0.841, -3.609, 0.788], [1.984, -3.568, -0.020], [2.291, -2.378, -0.683], [-0.861, -2.421, 1.504], [0.578, -4.494, 1.371], [2.660, -4.427, -0.075], [3.232, -2.293, -1.228], [0.319, -1.333, 0.214], [1.441, -1.267, -0.566], [1.746, 0.066, -1.048], [0.935, 1.054, -0.557], [1.227, 2.347, -0.794], [3.201, 1.727, -2.019], [2.354, 2.722, -1.531], [0.510, 3.075, -0.394], [2.587, 3.782, -1.630], [2.910, 0.393, -1.752], [3.563, -0.411, -2.055], [4.079, 1.976, -2.609], [-0.638, 0.484, 0.715], [-1.499, 2.264, 0.817], [-1.780, 2.594, -0.191], [-0.675, 2.816, 1.290], [-2.347, 2.247, 1.508], [0.017, 0.535, 2.868]]}